1.
Below is the molecule C6H11BO5, with properties calculated with wB97M-V/def2-TZVPD.

## Properties
orbital gap (spin up / spin down) = 8.09 / 7.56 eV
total energy = -636.27747 Eh
HOMO level (spin up / spin down) = -7.5 / -7.2 eV
E_LUMO (spin up / spin down) = 0.569 / 0.316 eV
ΔE to the lowest compared entry with this formula, charge and spin = 97.9 kcal per mole

Last column: Mulliken charge in e.
Element x y z (Å)
O (-0.874, 0.696, -0.168)  -0.590
C (-0.597, -0.724, -0.054)  1.178
H (1.728, 1.947, -0.342)  0.336
H (-2.371, -0.701, 0.002)  0.427
C (1.740, -1.155, 0.110)  -0.798
H (-0.252, -0.981, -2.902)  0.321
H (-0.920, 3.767, -0.262)  0.295
H (2.751, -1.570, 0.098)  0.356
C (0.551, -1.202, -0.858)  0.568
O (1.218, -1.147, 1.343)  -0.297
B (-0.462, 1.950, -0.218)  0.685
H (-0.451, -0.658, 3.479)  0.375
H (1.560, -1.023, -2.649)  0.454
H (-1.818, -0.234, 2.506)  0.368
O (-1.744, -1.444, -0.250)  -0.583
H (0.390, -2.327, -1.031)  0.256
H (-0.429, 0.811, 2.600)  0.204
O (-1.314, 2.997, 0.029)  -0.512
C (-0.747, -0.281, 2.485)  -1.327
C (0.639, -0.660, -2.277)  -1.473
H (0.647, 0.412, -2.447)  0.267
C (-0.063, -0.899, 1.351)  0.126
O (0.818, 2.426, -0.544)  -0.636

---

2.
Below is the molecule C6H11Br, with properties calculated with wB97M-V/def2-TZVPD.

## Properties
orbital gap = 8.12 eV
total energy = -2809.06371 Eh
HOMO level = -8.3 eV
E_LUMO = -0.163 eV
ΔE to the lowest compared entry with this formula, charge and spin = 86.4 kcal per mole

Last column: Mulliken charge in e.
Element x y z (Å)
C (-1.562, 0.724, -0.333)  -0.699
H (-1.955, -1.861, 0.398)  0.313
H (0.810, 0.568, -1.706)  0.388
H (2.429, 1.128, 0.664)  0.230
H (-0.298, -0.589, -2.391)  0.418
C (0.339, 0.593, 0.877)  -0.730
H (1.029, -1.194, -1.605)  0.379
H (1.445, 1.683, -0.609)  0.413
C (-0.871, -1.612, 0.423)  -1.335
H (0.764, -0.175, 1.572)  0.411
H (-0.298, -2.434, -0.061)  0.300
Br (-3.272, 0.161, 0.223)  -0.094
H (1.218, 2.546, 0.848)  0.276
C (-0.421, -0.201, -0.210)  1.850
H (-0.367, 1.157, 1.555)  0.364
H (-0.660, -1.630, 1.528)  0.358
C (1.359, 1.545, 0.402)  -1.193
C (0.310, -0.409, -1.573)  -1.648

---

3.
Below is a structure of composition C6H11BrN4O, with properties calculated with wB97M-V/def2-TZVPD.

## Properties
orbital gap (spin up / spin down) = 7.14 / 7.35 eV
total energy = -3102.68978 Eh
HOMO level (spin up / spin down) = -16.9 / -16.9 eV
total charge = +2
E_LUMO (spin up / spin down) = -9.780 / -9.551 eV
ΔE to the lowest compared entry with this formula, charge and spin = 11.0 kcal per mole

Last column: Mulliken charge in e.
Element x y z (Å)
C (-0.049, -1.317, -3.417)  -0.167
H (0.612, 2.982, -0.890)  0.297
N (0.493, 1.548, 0.912)  -0.019
H (0.396, 2.344, 1.608)  0.411
N (0.059, 0.371, 1.204)  -0.118
Br (2.921, 1.607, 0.994)  0.014
H (-1.656, -2.537, 3.820)  0.301
C (-0.099, -0.285, 2.271)  0.115
O (1.548, 0.553, -1.689)  -0.407
C (-0.496, -2.192, 3.910)  -0.576
C (-0.868, 0.399, -1.907)  -0.775
H (1.014, -0.881, -3.268)  0.290
N (-0.189, -1.236, 2.911)  0.117
C (0.090, 2.045, -0.490)  -0.735
C (0.316, 0.912, -1.431)  1.075
H (-0.283, -2.088, -4.144)  0.329
H (-1.746, 0.653, -1.380)  0.288
H (2.053, 1.153, -1.144)  0.188
N (-1.024, -0.688, -2.846)  0.029
H (-0.995, 2.288, -0.489)  0.411
H (-1.978, -0.877, -3.087)  0.305
H (0.178, -3.002, 3.740)  0.285
H (-0.297, -1.751, 4.812)  0.341

---

4.
Below is a cluster of 2 separate species, C6H11Cl3Si in total, with properties calculated with wB97M-V/def2-TZVPD.

## Properties
orbital gap = 9.15 eV
total energy = -1905.10627 Eh
HOMO level = -9.2 eV
E_LUMO = -0.047 eV
ΔE to the lowest compared entry with this formula, charge and spin = 186.5 kcal per mole

Last column: Mulliken charge in e.
Element x y z (Å)
H (-1.693, -0.509, 2.011)  0.264
H (-1.270, 2.407, -0.241)  0.455
Cl (0.585, 1.116, 1.238)  -0.105
H (-3.268, -0.060, 1.239)  0.441
C (0.543, -0.564, -0.877)  -0.864
H (-2.179, 1.761, -1.679)  0.345
H (-2.249, 1.307, 1.875)  0.329
C (-0.120, 0.216, -0.061)  0.186
C (2.832, -0.643, -0.968)  -0.367
H (4.318, -2.382, 0.440)  -0.161
H (2.228, -1.120, 1.583)  -0.091
H (2.081, -2.962, 0.083)  -0.087
C (-1.624, 0.466, -0.025)  1.252
C (-1.973, 1.756, -0.565)  -1.463
H (0.126, -0.811, -1.841)  0.346
Si (3.003, -1.751, 0.483)  0.490
Cl (3.234, 1.032, -0.755)  -0.121
C (-2.227, 0.263, 1.333)  -1.400
H (3.015, -1.035, -1.883)  0.467
Cl (-2.412, -0.712, -1.232)  -0.225
H (-2.952, 2.224, -0.157)  0.312

---

5.
Below is a structure of composition C6H11ClCuN3Nd, with properties calculated with wB97M-V/def2-TZVPD.

## Properties
multiplicity = 5
orbital gap (spin up / spin down) = 4.90 / 5.06 eV
total energy = -3061.41841 Eh
HOMO level (spin up / spin down) = -0.2 / -0.4 eV
total charge = -2
E_LUMO (spin up / spin down) = 4.666 / 4.657 eV
expectation value of S² = 6.01
ΔE to the lowest compared entry with this formula, charge and spin = 27.5 kcal per mole

Last column: Mulliken charge in e.
Element x y z (Å)
H (3.805, -0.054, 0.089)  0.235
H (2.523, -2.359, 0.687)  0.251
Cl (1.606, -1.794, -3.892)  -0.625
H (-0.585, 0.329, -1.488)  0.075
C (0.114, 1.078, 2.843)  -0.587
H (0.826, -1.928, 1.101)  0.200
H (2.968, 1.486, -0.346)  0.236
H (-0.254, 0.842, 3.856)  0.290
H (1.157, -3.252, -0.102)  0.330
C (3.309, 0.511, -0.715)  -1.286
H (3.974, 0.615, -1.582)  0.342
H (-1.041, 1.893, -0.862)  0.253
H (1.142, 1.524, 2.725)  0.174
N (-6.516, 0.698, -1.076)  -0.631
Nd (1.506, -0.818, -1.575)  1.253
H (0.708, 1.579, -1.002)  0.249
C (1.492, -2.290, 0.309)  -1.271
N (-2.278, 0.130, 0.652)  -0.358
C (-3.406, 0.043, 0.345)  0.601
C (-0.275, 1.121, -0.784)  -0.818
C (-5.577, 0.284, -0.502)  0.477
Cu (-0.575, 0.637, 1.143)  -0.729
N (-4.623, -0.278, 0.176)  -0.663

---

6.
Below is a cluster of 2 separate species, C6H11ClF2NO3P in total, with properties calculated with wB97M-V/def2-TZVPD.

## Properties
orbital gap (spin up / spin down) = 6.45 / 9.15 eV
total energy = -1516.86429 Eh
HOMO level (spin up / spin down) = -7.8 / -9.6 eV
E_LUMO (spin up / spin down) = -1.310 / -0.405 eV
ΔE to the lowest compared entry with this formula, charge and spin = 34.3 kcal per mole

Last column: Mulliken charge in e.
Element x y z (Å)
H (0.807, 1.904, 0.940)  0.149
C (0.333, -0.571, 1.642)  0.157
C (2.606, -0.173, -0.117)  0.411
O (-1.187, 1.457, 1.271)  -0.303
H (0.096, 1.935, -1.297)  0.329
F (3.333, -0.963, 0.728)  -0.219
H (-1.543, -1.219, -2.281)  0.299
H (0.427, -2.050, -1.367)  0.155
Cl (3.337, 1.448, -0.311)  -0.160
C (-1.603, -1.474, -1.287)  -0.349
F (2.579, -0.858, -1.307)  -0.231
C (-0.556, -2.556, -1.175)  -0.949
H (-0.618, -2.740, -0.177)  0.324
N (0.676, -1.239, 2.548)  -0.403
H (-0.159, 3.310, 1.386)  0.270
H (0.271, 3.500, -0.844)  0.404
O (-1.202, -0.316, -0.571)  -0.174
H (-1.361, 2.851, -0.978)  0.312
H (-2.555, -1.651, -0.904)  0.408
O (-2.493, -0.663, 1.656)  -0.740
P (-1.347, -0.105, 0.984)  0.850
C (-0.120, 2.280, 0.794)  -0.092
H (1.537, -1.249, 3.047)  0.308
H (-0.899, -3.470, -1.680)  0.393
C (-0.358, 2.612, -0.703)  -1.147

---

7.
Below is the molecule C6H11FO, with properties calculated with wB97M-V/def2-TZVPD.

## Properties
orbital gap = 9.93 eV
total energy = -410.27808 Eh
HOMO level = -9.0 eV
E_LUMO = 0.978 eV
SMILES = C[C@H](F)[C@H]1C[C@@]1(C)O
ΔE to the lowest compared entry with this formula, charge and spin = 23.1 kcal per mole

Last column: Mulliken charge in e.
Element x y z (Å)
C (1.286, -0.018, -2.316)  -1.434
H (1.018, 0.900, -2.866)  0.331
H (1.399, 1.101, 0.295)  0.400
H (2.309, 0.098, -1.996)  0.363
H (0.231, -1.817, 0.587)  0.257
H (-1.489, -0.632, -0.870)  0.395
C (0.944, -1.141, 0.109)  -0.910
C (-0.536, 0.811, 1.090)  0.325
H (-1.054, 1.642, 0.585)  0.263
H (1.976, -1.432, -0.026)  0.332
C (0.614, 0.355, 0.195)  -0.310
C (-0.171, 1.003, 2.492)  -1.383
H (0.554, 1.817, 2.518)  0.363
C (0.379, -0.328, -1.133)  0.953
H (0.396, 0.142, 2.803)  0.369
H (1.444, -0.884, -3.071)  0.310
O (-0.881, -0.541, -1.613)  -0.585
F (-1.536, -0.217, 1.018)  -0.393
H (-1.013, 1.250, 3.165)  0.355

---

8.
Below is the ion C6H11N with charge -1, with properties calculated with wB97M-V/def2-TZVPD.

## Properties
multiplicity = 2
orbital gap (spin up / spin down) = 4.52 / 6.05 eV
total energy = -289.81025 Eh
HOMO level (spin up / spin down) = -0.3 / -1.8 eV
total charge = -1
E_LUMO (spin up / spin down) = 4.265 / 4.236 eV
expectation value of S² = 0.76
ΔE to the lowest compared entry with this formula, charge and spin = 53.6 kcal per mole

Last column: Mulliken charge in e.
Element x y z (Å)
C (-0.051, -0.395, -1.426)  -0.836
C (0.073, 1.944, -0.669)  -1.362
C (2.081, -0.468, 0.132)  -1.253
N (-1.538, 0.504, 0.377)  -0.216
H (-0.146, 2.834, -0.074)  0.309
H (-0.890, -0.892, 1.842)  0.259
H (0.474, 2.208, -1.636)  0.283
H (-2.656, -0.588, 1.719)  0.367
C (-0.441, 0.687, -0.523)  0.581
C (0.787, -1.012, -0.440)  -0.345
H (2.637, -1.280, 0.582)  0.414
H (2.017, 0.338, 0.871)  0.259
H (-1.800, 1.385, 0.789)  0.233
H (-1.803, -1.566, 0.519)  0.196
C (-1.724, -0.682, 1.156)  -0.840
H (2.770, -0.143, -0.648)  0.283
H (0.620, -2.075, -0.215)  0.430
H (-0.411, -0.800, -2.358)  0.237